Record 1
DFT (ωB97M-V/def2-TZVPD) results for C19H12BrCl2F4NNaOP as an isolated structure.

Geometry as XYZ:
```
42
Properties=species:S:1:pos:R:3
Na -0.311 -0.054 -3.189
F 5.943 0.046 1.367
C 4.684 0.020 0.990
C 3.668 -0.083 1.942
F 3.959 -0.161 3.225
C 2.344 -0.107 1.512
F 1.360 -0.230 2.401
C 2.000 -0.021 0.164
P 0.218 0.021 -0.270
C -0.389 1.496 0.602
C -0.286 2.708 -0.089
C -0.727 3.880 0.493
C -1.290 3.845 1.763
C -1.377 2.645 2.453
C -0.940 1.462 1.886
C -0.455 -1.465 0.481
C -1.776 -1.457 0.943
C -2.306 -2.599 1.507
C -1.557 -3.772 1.530
C -0.254 -3.791 1.038
C 0.298 -2.645 0.503
C 3.026 0.073 -0.772
Br 2.645 0.167 -2.622
C 4.357 0.083 -0.367
F 5.319 0.147 -1.270
H 0.132 2.722 -1.090
H -0.666 4.814 -0.045
H -1.674 4.752 2.206
H -1.805 2.621 3.445
H -0.983 0.539 2.448
H -2.365 -0.551 0.878
H -3.305 -2.589 1.914
H -2.003 -4.682 1.904
H 0.318 -4.706 1.069
H 1.310 -2.655 0.115
Cl -2.550 -1.486 -2.783
C -3.609 -0.100 -2.959
Cl -2.606 1.326 -3.143
H -4.229 0.004 -2.065
H -4.217 -0.226 -3.857
O 0.120 0.016 -7.685
N -0.022 -0.008 -6.577
```

Calculated values
Kohn-Sham gap (alpha / beta)	0.1099 / 0.3453	hartree
ΔE to the lowest compared entry with this formula, charge and spin	159.8	kJ/mol
total charge	+2
LUMO level (alpha / beta)	-10.4 / -6.0	eV

Results of the natural (NBO) charge analysis, in e, for atoms 1 through 5: number 1, Na, carries 0.883; number 2, F, carries -0.238; number 3, C, carries 0.344; number 4, C, carries 0.290; number 5, F, carries -0.246

Record 2
DFT (ωB97M-V/def2-TZVPD) results for C31H31CdN6O3PSTe as an isolated structure.

Geometry as XYZ:
```
75
Properties=species:S:1:pos:R:3
Cd 0.642 -0.525 0.089
C -4.219 -2.164 -2.240
C -3.271 -1.206 -2.579
C -2.421 -0.687 -1.616
C -2.501 -1.102 -0.283
C -3.448 -2.080 0.045
C -4.295 -2.599 -0.924
N -1.541 -0.624 0.622
C -1.785 -0.400 1.912
C -3.093 -0.252 2.482
C -3.263 0.009 3.807
C -2.167 0.139 4.702
C -0.904 0.034 4.215
C -0.681 -0.216 2.838
N 0.563 -0.314 2.297
N 1.591 -0.267 3.009
C 2.802 -0.347 2.275
C 3.949 -0.580 3.018
C 5.163 -0.687 2.365
C 5.202 -0.550 0.990
C 4.014 -0.309 0.325
N 2.837 -0.192 0.941
H -4.878 -2.574 -2.994
H -3.185 -0.868 -3.604
H -1.657 0.032 -1.892
H -3.486 -2.466 1.056
H -5.010 -3.366 -0.648
H -3.952 -0.319 1.829
H -4.268 0.139 4.191
H -2.342 0.335 5.751
H -0.037 0.146 4.853
H 3.852 -0.686 4.089
H 6.069 -0.888 2.923
H 6.121 -0.653 0.431
H 4.001 -0.223 -0.755
S 0.401 6.401 -0.151
C 0.472 4.619 -0.257
C -0.674 3.858 -0.083
C -0.573 2.479 -0.160
N 0.582 1.850 -0.391
C 1.683 2.587 -0.551
C 1.676 3.969 -0.491
C 0.238 6.754 -1.897
C -1.017 6.883 -2.471
C -1.093 7.175 -3.826
N -0.025 7.341 -4.605
C 1.173 7.220 -4.036
C 1.360 6.932 -2.691
H -1.627 4.328 0.114
H -1.443 1.845 -0.025
H 2.605 2.048 -0.727
H 2.593 4.527 -0.617
H -1.914 6.761 -1.876
H -2.059 7.282 -4.308
H 2.029 7.364 -4.687
H 2.355 6.855 -2.273
C 1.338 -5.270 1.447
C 1.544 -3.775 1.554
O 0.892 -3.057 0.482
P 1.472 -3.106 -1.068
O 0.952 -1.781 -1.616
Te 3.729 -3.671 -1.261
O 0.624 -4.291 -1.709
C -0.794 -4.097 -1.919
C -1.457 -5.453 -1.928
H 1.861 -5.763 2.269
H 1.742 -5.651 0.509
H 0.277 -5.522 1.504
H 2.605 -3.524 1.562
H 1.083 -3.388 2.464
H -0.931 -3.580 -2.869
H -1.208 -3.464 -1.133
H -0.984 -6.099 -2.669
H -2.515 -5.346 -2.179
H -1.374 -5.929 -0.950
```

Calculated values
Kohn-Sham gap	0.2166	hartree
ΔE to the lowest compared entry with this formula, charge and spin	46.0	kJ/mol
total charge	0
LUMO level	-1.1	eV

Results of the Mulliken charge analysis, in e, for atoms 1 through 5: number 1, Cd, carries 2.747; number 2, C, carries -0.567; number 3, C, carries -0.811; number 4, C, carries -0.048; number 5, C, carries -0.314

Record 3
DFT (ωB97M-V/def2-TZVPD) results for a 2-piece molecular cluster, C2H7S overall.

Geometry as XYZ:
```
10
Properties=species:S:1:pos:R:3
S 1.472 -1.259 -2.963
H 0.264 -1.751 -3.308
C -0.017 1.078 0.905
C -0.402 -0.400 0.707
H -0.600 1.500 1.728
H 1.032 1.339 1.055
H -0.298 1.652 0.018
H -0.461 -0.935 1.653
H 0.308 -0.962 0.099
H -1.298 -0.261 0.106
```

Calculated values
Kohn-Sham gap	0.2356	hartree
ΔE to the lowest compared entry with this formula, charge and spin	26.2	kJ/mol
total charge	-1
LUMO level	4.0	eV

Results of the natural (NBO) charge analysis, in e, for atoms 1 through 5: number 1, S, carries -1.075; number 2, H, carries 0.081; number 3, C, carries -0.600; number 4, C, carries -0.626; number 5, H, carries 0.176

Record 4
DFT (ωB97M-V/def2-TZVPD) results for C35H37FLiNP2Si as an isolated structure.

Geometry as XYZ:
```
78
Properties=species:S:1:pos:R:3
Li 0.113 1.042 -0.432
C -1.019 -1.909 -1.994
C -1.418 -1.994 -0.500
P -0.251 -2.993 0.561
C -0.798 -4.703 0.170
C 0.196 -5.673 0.311
C -0.063 -7.008 0.038
C -1.324 -7.389 -0.397
C -2.319 -6.435 -0.545
C -2.061 -5.100 -0.265
C -1.006 -2.691 2.207
C -0.404 -1.673 2.950
C -0.847 -1.369 4.227
C -1.881 -2.103 4.790
C -2.469 -3.133 4.070
C -2.039 -3.425 2.783
P 0.256 -0.597 -2.356
C 0.512 -0.799 -4.160
C 1.787 -0.607 -4.697
C 2.009 -0.740 -6.058
C 0.956 -1.046 -6.908
C -0.322 -1.191 -6.391
C -0.545 -1.062 -5.028
C 1.825 -1.344 -1.777
C 2.228 -2.615 -2.186
C 3.399 -3.163 -1.699
C 4.191 -2.439 -0.813
C 3.824 -1.156 -0.445
C 2.644 -0.607 -0.930
H -1.902 -1.600 -2.560
H -0.709 -2.882 -2.384
H -2.424 -2.405 -0.409
H -1.455 -0.989 -0.066
H 1.180 -5.363 0.644
H 0.718 -7.748 0.157
H -1.532 -8.428 -0.619
H -3.306 -6.732 -0.879
H -2.861 -4.380 -0.381
H 0.432 -1.131 2.520
H -0.380 -0.567 4.785
H -2.220 -1.886 5.795
H -3.267 -3.718 4.512
H -2.501 -4.237 2.237
H 2.612 -0.352 -4.046
H 3.008 -0.610 -6.452
H 1.132 -1.167 -7.969
H -1.149 -1.406 -7.055
H -1.553 -1.169 -4.647
H 1.621 -3.178 -2.885
H 3.698 -4.157 -2.007
H 5.100 -2.877 -0.421
H 4.459 -0.579 0.216
H 2.366 0.408 -0.654
C 1.044 2.853 -3.215
Si 1.171 3.875 -1.629
C 0.008 5.358 -1.815
C 2.959 4.509 -1.568
N 0.711 2.832 -0.352
C 0.515 3.232 0.933
C 0.878 4.472 1.513
C 0.614 4.766 2.839
C -0.011 3.852 3.679
C -0.377 2.615 3.161
C -0.106 2.362 1.843
F -0.490 1.123 1.317
H 1.318 3.450 -4.089
H 0.029 2.481 -3.365
H 1.715 1.993 -3.176
H 0.313 6.014 -2.633
H -0.031 5.957 -0.903
H -1.007 5.009 -2.021
H 3.209 5.022 -2.500
H 3.659 3.680 -1.443
H 3.127 5.212 -0.748
H 1.378 5.199 0.885
H 0.901 5.735 3.231
H -0.214 4.093 4.713
H -0.866 1.859 3.763
```

Calculated values
Kohn-Sham gap	0.2644	hartree
ΔE to the lowest compared entry with this formula, charge and spin	0.0	kJ/mol
total charge	0
LUMO level	0.4	eV

Results of the Mulliken charge analysis, in e, for atoms 1 through 5: number 1, Li, carries 1.220; number 2, C, carries -1.085; number 3, C, carries -1.611; number 4, P, carries 0.466; number 5, C, carries 0.465

Record 5
DFT (ωB97M-V/def2-TZVPD) results for C22H30NO2PS2 in the gas phase.

Geometry as XYZ:
```
58
Properties=species:S:1:pos:R:3
C 3.950 -4.528 0.405
P 4.992 -3.206 1.376
C 3.916 -2.891 2.967
C 4.807 -1.614 0.336
O 5.668 -0.493 0.751
C 5.749 0.544 -0.322
C 4.290 1.308 -0.573
O 4.320 2.208 -1.757
C 3.420 3.360 -1.581
C 1.927 2.992 -1.010
C 1.154 1.794 -1.820
C -0.423 2.140 -2.176
S -1.507 0.783 -1.407
C -3.322 1.129 -1.748
S -3.921 1.811 -3.225
N -4.370 0.795 -0.710
C -4.818 -0.648 -0.762
C -5.792 -1.324 0.417
C -6.334 -2.898 0.349
C -5.949 -3.914 -0.922
C -4.974 -3.265 -2.075
C -4.430 -1.687 -2.011
C -3.790 1.190 0.629
C -3.886 2.812 1.019
C -3.281 3.471 2.393
C -2.543 2.488 3.477
C -2.433 0.867 3.116
C -3.045 0.206 1.707
H 3.556 -5.392 1.088
H 2.992 -4.040 -0.106
H 4.635 -4.923 -0.461
H 4.388 -2.004 3.609
H 2.840 -2.501 2.636
H 3.851 -3.896 3.583
H 4.957 -1.763 -0.822
H 3.679 -1.250 0.477
H 6.479 1.378 0.115
H 6.239 0.151 -1.313
H 4.073 1.896 0.439
H 3.413 0.550 -0.744
H 3.280 3.866 -2.650
H 3.946 4.150 -0.879
H 1.271 3.969 -1.090
H 2.012 2.762 0.157
H 1.181 0.830 -1.153
H 1.756 1.534 -2.807
H -0.566 2.015 -3.353
H -0.726 3.223 -1.828
H -6.150 -0.717 1.371
H -7.048 -3.358 1.176
H -6.339 -5.015 -1.016
H -4.695 -3.959 -3.001
H -3.747 -1.365 -2.921
H -4.386 3.535 0.244
H -3.400 4.646 2.544
H -2.101 2.979 4.454
H -1.855 0.208 3.925
H -2.915 -0.938 1.482
```

Calculated values
Kohn-Sham gap	0.2578	hartree
structure (SMILES)	CP(C)COCCOCCCCSC(=S)N(c1ccccc1)c1ccccc1
total charge	0
LUMO level	-1.0	eV

Results of the natural (NBO) charge analysis, in e, for atoms 1 through 5: number 1, C, carries -0.940; number 2, P, carries 0.736; number 3, C, carries -0.941; number 4, C, carries -0.370; number 5, O, carries -0.562